Record 1
Molecular formula: C21H25Cl9N4O5V
Method: DFT, ωB97M-V/def2-TZVPD

The geometry in XYZ format:
```
65
Properties=species:S:1:pos:R:3:forces:R:3
O 3.474876 -0.866932 0.065757 -0.391 0.002 -0.219
V 1.987127 -0.482690 -0.257427 0.463 -1.281 -0.577
C -0.719617 -3.029141 -1.075098 0.204 -0.754 0.235
C 0.254485 -2.458289 -2.121751 -1.120 -0.098 0.822
C -0.476545 -1.434347 -2.976595 0.920 0.202 -1.535
O 1.420129 -1.973390 -1.531713 0.612 1.724 1.162
H -1.277078 -2.302003 -0.477346 0.266 0.248 -0.100
H -0.128760 -3.672793 -0.411339 -0.152 0.147 0.116
H -1.461858 -3.698010 -1.525970 0.016 0.194 -0.173
H 0.520290 -3.332879 -2.734994 0.136 0.252 -0.202
H -1.314148 -1.797029 -3.573176 -0.218 -0.391 0.558
H 0.209720 -1.118442 -3.782188 0.064 0.118 0.277
H -0.779009 -0.528020 -2.457574 -0.194 -0.217 0.263
N -1.254408 0.624255 -0.292619 0.018 -0.039 -0.030
O -0.010110 0.350277 -0.221404 0.280 0.050 0.208
O -2.037786 0.080564 0.479432 0.010 -0.234 0.350
O -1.627016 1.424737 -1.136584 0.064 0.278 -0.381
N 2.373158 1.335131 1.051155 -0.482 0.176 -0.067
C 1.778428 2.508010 0.827403 -0.889 -0.426 -0.305
C 1.941708 3.616030 1.628311 -0.570 0.348 0.017
C 2.741755 3.528863 2.743833 0.550 -0.319 0.740
C 3.390208 2.325692 2.989931 -0.253 0.336 -0.614
C 3.161699 1.283505 2.111088 1.522 -0.676 0.586
H 1.032104 2.473320 0.040354 0.211 0.330 -0.159
H 1.345355 4.494092 1.423413 0.146 0.087 -0.078
H 2.872167 4.326769 3.464331 -0.119 0.244 -0.274
H 4.109539 2.196043 3.783220 -0.141 0.001 0.179
H 3.756903 0.388941 2.275680 -0.436 -0.242 -0.273
N 1.304406 -1.501139 1.633114 -0.465 -0.323 -0.424
C 0.606588 -0.941489 2.613266 -0.416 0.920 0.420
C 0.088126 -1.628673 3.697967 0.132 -0.243 -0.393
C 0.356942 -2.983812 3.792787 0.057 -0.206 0.384
C 1.108090 -3.594776 2.799530 -0.565 0.419 -0.025
C 1.474658 -2.820812 1.718762 1.149 -0.547 -0.424
H 0.427261 0.127648 2.555720 0.042 -0.071 -0.246
H -0.549995 -1.116908 4.402834 0.112 0.029 0.105
H -0.019141 -3.549299 4.637427 0.025 -0.017 -0.065
H 1.339125 -4.648248 2.792098 -0.032 -0.048 0.102
H 2.010620 -3.293607 0.901994 -0.056 0.224 -0.099
N 2.572906 0.970976 -1.880357 -0.990 -0.260 -0.504
C 1.554851 1.278089 -2.688767 -0.152 -0.320 -0.803
C 1.604614 2.286255 -3.636567 0.007 0.406 0.536
C 2.737009 3.079872 -3.683085 -0.060 0.468 0.090
C 3.827365 2.748525 -2.892148 -0.493 0.071 -0.076
C 3.690629 1.670266 -2.047880 0.934 -0.496 1.055
H 0.687554 0.642672 -2.666131 -0.080 0.124 0.409
H 0.708046 2.527171 -4.189921 0.084 -0.108 -0.171
H 2.748821 4.004920 -4.248765 0.049 -0.213 -0.254
H 4.709520 3.368600 -2.865843 0.172 -0.166 -0.095
H 4.509688 1.323006 -1.424499 0.029 0.236 0.030
C -5.005991 1.781577 1.300156 -0.150 0.440 0.126
Cl -5.708041 2.806627 2.576478 0.072 -0.119 0.042
Cl -4.615151 2.789563 -0.093390 0.075 -0.096 -0.053
Cl -6.115010 0.501098 0.869916 -0.077 -0.092 -0.096
H -4.095288 1.352576 1.692899 0.096 -0.106 -0.110
C -4.075436 0.107252 -2.895303 -0.257 -0.176 -0.271
Cl -5.724818 0.683264 -3.160414 -0.083 -0.046 0.006
Cl -3.130117 0.277767 -4.380796 0.055 0.377 0.057
Cl -4.051997 -1.592685 -2.437263 -0.134 -0.013 0.239
H -3.670550 0.706685 -2.091274 0.366 -0.013 -0.026
C -3.224776 -2.256239 2.153330 -0.068 -0.652 -0.298
Cl -4.435604 -2.589363 0.917921 0.045 0.020 0.035
Cl -2.760281 -3.783886 2.938561 -0.086 0.030 0.121
Cl -3.829594 -1.101753 3.328460 0.159 0.124 0.060
H -2.338332 -1.893983 1.651055 -0.007 0.387 0.092
```
Positions in Å, forces in eV/Å.

Results
* highest occupied orbital energy (alpha / beta): -8.37 / -8.68 eV
* total charge: 0
* relative energy (zero: lowest compared OMol25 entry of this formula, charge and spin): 0.0 kJ/mol
* electronic energy: -176768.8862 eV
* Kohn-Sham gap (alpha / beta): 0.3050 / 0.3101 hartree
* spin multiplicity: 2
* LUMO (alpha / beta): -0.0028 / -0.0088 hartree

***

Record 2
Molecular formula: C6H8Cl4O
Method: DFT, ωB97M-V/def2-TZVPD

The geometry in XYZ format:
```
19
Properties=species:S:1:pos:R:3:forces:R:3
C -1.078003 1.484535 1.503200 -1.330 3.385 2.129
C -2.502727 0.901186 1.380726 -0.440 3.772 -0.399
C -1.471070 0.234185 2.135775 -1.255 1.860 -3.248
C 1.361536 0.611788 -1.519769 0.242 -0.487 0.961
C 0.810598 -1.755654 -0.398758 -0.214 -0.407 -0.297
C 1.461855 -0.986402 -1.528197 0.882 1.450 -3.087
O -1.127073 -0.580698 2.919786 1.432 -3.506 4.000
Cl 0.406303 -3.455309 -0.817481 0.238 0.425 0.277
Cl 1.865182 -1.704009 0.979298 0.077 0.146 0.816
Cl 0.616090 -1.446878 -3.121887 0.148 0.177 0.834
Cl 3.212941 -1.406649 -1.806889 -0.774 -0.096 0.278
H -0.380051 1.601892 0.735281 0.957 -0.725 -1.477
H -0.967376 2.480078 2.122180 -0.474 -1.840 -0.476
H -3.346295 1.681229 1.669146 1.447 -1.732 0.569
H -2.692605 0.640212 0.375359 -0.368 -1.184 -1.046
H 2.294949 1.116465 -1.133578 -0.948 -0.862 -0.380
H 1.116023 1.021219 -2.528074 0.250 -0.592 0.906
H 0.551556 0.833831 -0.807496 0.167 0.224 -0.462
H -0.131833 -1.271021 -0.158622 -0.039 -0.008 0.099
```
Positions in Å, forces in eV/Å.

Results
* highest occupied orbital energy (alpha / beta): -6.49 / -10.68 eV
* total charge: 0
* electronic energy: -58482.6854 eV
* Kohn-Sham gap (alpha / beta): 0.2585 / 0.2949 hartree
* spin multiplicity: 3
* LUMO (alpha / beta): 0.0200 / -0.0975 hartree

***

Record 3
Molecular formula: C39H48BrClN2O6P2Y
Method: DFT, ωB97M-V/def2-TZVPD

The geometry in XYZ format:
```
100
Properties=species:S:1:pos:R:3:forces:R:3
Y 0.194217 -0.564569 0.208985 0.559 0.084 -0.043
C 0.891441 4.271865 3.114948 0.013 0.005 -0.007
C 1.432685 2.864359 3.388622 0.045 0.393 -0.317
C 2.919154 2.804079 3.039609 0.014 -0.019 -0.004
P 0.424359 1.593106 2.481069 0.131 -0.200 0.533
C -1.176310 1.578868 3.431793 -0.044 -0.030 0.213
C -2.275387 2.286908 2.628266 0.019 0.048 0.054
C -1.172804 2.087746 4.877820 -0.098 -0.022 -0.021
C 1.347762 0.115861 3.092373 0.105 0.177 -0.208
C 1.197616 -0.475504 4.340598 -0.141 0.007 0.016
C 1.918855 -1.598404 4.712077 0.041 -0.083 0.061
C 1.659769 -2.275036 6.035774 -0.010 0.012 -0.086
C 2.828722 -2.122195 3.793043 -0.009 -0.014 -0.036
C 3.000566 -1.556887 2.541155 -0.193 -0.117 0.175
C 2.264346 -0.425685 2.171001 0.213 0.394 -0.068
N 2.297734 0.142612 0.876831 1.003 -0.080 0.000
C 3.516061 0.328166 0.243183 -0.308 -0.055 0.366
C 4.753869 0.287758 0.918683 0.149 0.041 -0.054
C 5.958690 0.471236 0.258976 -0.100 -0.042 0.151
C 6.021900 0.724225 -1.106782 0.027 0.029 -0.008
C 7.334873 0.909492 -1.831693 -0.097 -0.014 0.056
C 4.807108 0.835978 -1.768660 -0.034 0.028 -0.053
C 3.575443 0.653173 -1.140698 0.166 -0.045 -0.002
P 1.968857 0.986808 -1.892481 0.133 -0.216 0.025
C 1.813512 0.493759 -3.682228 0.011 -0.178 -0.014
C 3.076596 0.397753 -4.538232 -0.057 0.013 -0.084
C 1.022818 -0.815200 -3.839245 0.036 0.069 -0.026
C 1.978899 2.845616 -1.974283 -0.030 0.048 0.022
C 2.938083 3.473229 -2.982135 -0.018 0.102 -0.009
C 2.230610 3.404189 -0.572312 -0.011 0.007 -0.065
H 1.420250 5.010428 3.726200 -0.011 -0.026 -0.038
H -0.175591 4.367298 3.326685 0.056 -0.030 -0.010
H 1.042278 4.536555 2.062743 -0.002 -0.026 0.088
H 1.322888 2.615652 4.445435 -0.032 0.043 0.080
H 3.091832 3.040046 1.987937 -0.001 -0.018 0.050
H 3.345781 1.819874 3.233076 -0.033 0.017 0.010
H 3.465248 3.533872 3.646686 -0.024 -0.011 -0.045
H -1.430833 0.514898 3.452040 0.000 -0.074 -0.006
H -2.190643 3.374155 2.726245 -0.005 -0.035 -0.029
H -3.260158 1.992728 2.999828 0.007 0.045 0.034
H -2.238028 2.037583 1.568705 0.017 -0.070 0.000
H -0.938056 3.153541 4.930338 -0.025 -0.040 -0.012
H -0.468283 1.562389 5.522263 -0.015 0.040 -0.044
H -2.169202 1.953306 5.308704 0.021 0.004 -0.011
H 0.469427 -0.083082 5.039745 0.001 -0.025 -0.010
H 1.372154 -1.551472 6.802360 0.028 -0.027 -0.044
H 2.541574 -2.815388 6.386705 -0.025 0.025 -0.013
H 0.838511 -2.991384 5.937320 0.032 0.041 -0.017
H 3.392907 -3.012806 4.056343 -0.033 0.038 -0.025
H 3.664674 -2.015805 1.819152 0.015 0.039 0.022
H 4.763467 0.108672 1.985869 0.024 -0.010 -0.043
H 6.880597 0.416574 0.831473 -0.026 -0.006 0.003
H 8.176420 0.655174 -1.185039 -0.028 0.001 -0.002
H 7.475971 1.942174 -2.162658 -0.017 0.000 0.011
H 7.396010 0.274753 -2.718587 -0.009 -0.006 0.012
H 4.831258 1.078347 -2.823208 -0.032 -0.025 0.017
H 1.177294 1.298089 -4.071578 0.021 0.081 -0.013
H 3.702955 -0.425891 -4.191071 0.010 0.028 0.012
H 3.674865 1.307809 -4.552058 -0.031 0.003 0.023
H 2.785666 0.178464 -5.570704 0.027 -0.015 0.031
H 1.649434 -1.668083 -3.581576 -0.013 -0.005 0.006
H 0.706790 -0.921917 -4.881883 0.029 0.002 0.024
H 0.124783 -0.855911 -3.223064 0.018 0.048 0.024
H 0.958598 3.116933 -2.264442 -0.033 0.006 -0.050
H 3.968137 3.156588 -2.802411 -0.051 0.020 0.014
H 2.907620 4.563066 -2.876090 0.012 -0.038 -0.031
H 2.671764 3.237253 -4.014363 0.020 -0.027 0.052
H 3.263163 3.213337 -0.269752 -0.012 0.011 -0.016
H 1.577767 2.945395 0.173122 -0.021 -0.025 -0.015
H 2.061559 4.485830 -0.560543 0.026 -0.041 -0.010
C -4.670425 -4.005215 -0.593586 0.068 0.073 -0.177
C -4.193495 -2.918749 -1.522735 -0.074 -0.106 0.158
C -5.065829 -2.178620 -2.311539 -0.129 0.038 -0.050
C -4.582773 -1.164564 -3.114751 -0.024 0.047 -0.031
C -3.212779 -0.930704 -3.093952 -0.296 0.004 -0.002
Br -2.561369 0.466592 -4.248935 0.037 -0.152 0.105
N -2.361045 -1.594054 -2.362670 -0.054 -0.009 -0.221
C -2.858924 -2.573426 -1.595891 0.455 -0.005 0.055
H -5.489668 -4.569380 -1.042183 0.030 -0.020 -0.003
H -5.035891 -3.565040 0.332939 -0.026 0.064 0.048
H -3.863248 -4.697312 -0.347046 -0.034 0.043 -0.031
H -6.128419 -2.396721 -2.294368 0.031 0.040 0.009
H -5.235018 -0.566502 -3.735429 0.021 -0.029 0.016
H -2.126038 -3.113617 -1.002053 -0.017 0.052 0.003
O -4.516624 -2.104929 4.130181 -0.190 -0.162 0.126
C -3.668762 -2.047507 3.279925 0.373 0.121 -0.317
C -2.199271 -2.467299 3.415248 -0.227 0.229 -0.344
O -1.724458 -3.143516 4.298904 0.116 -0.073 0.214
C -1.531971 -1.844013 2.258883 -0.036 -0.284 0.200
C -2.456593 -1.185256 1.439372 -0.341 0.214 0.001
O -2.064943 -0.466373 0.435095 0.008 0.008 0.162
C -3.825854 -1.451042 1.878687 0.308 -0.178 0.218
O -4.873585 -1.274205 1.289189 -0.193 0.181 -0.055
O -0.276469 -1.819118 1.992547 -0.359 -0.164 0.126
O -1.012024 1.994657 -0.852937 -0.198 0.792 0.170
C -0.750187 1.152079 -1.550195 -0.775 -0.130 -0.508
Cl 2.348944 -2.479424 -1.143493 -0.128 -0.159 0.049
C 0.517218 -2.609400 -0.862894 0.177 -0.669 -0.485
H 0.417784 -3.457646 -0.184634 0.021 -0.062 0.043
H 0.104325 -2.905443 -1.827480 0.056 0.039 -0.070
```
Positions in Å, forces in eV/Å.

Results
* highest occupied orbital energy: -4.44 eV
* total charge: -1
* relative energy (zero: lowest compared OMol25 entry of this formula, charge and spin): 137.9 kJ/mol
* electronic energy: -158677.6148 eV
* Kohn-Sham gap: 0.2440 hartree
* LUMO: 0.0807 hartree